# 1
ORCA calculation (ωB97M-V/def2-TZVPD) on a 3-piece molecular cluster, C16H20N3O4P overall in a non-equilibrium geometry.

Each line ends with the natural charge from an NBO analysis.
Positions of all 44 atoms, in Å:
N (-2.943, 0.968, -2.385)  -1.29
P (-1.841, -0.018, -1.773)  1.27
C (-2.135, -0.370, 0.053)  -0.35
C (-3.053, -1.449, 0.560)  -0.19
C (-3.170, -1.657, 1.982)  -0.19
C (-2.419, -0.852, 3.016)  0.10
N (-2.607, -1.196, 4.348)  -0.35
C (-1.850, -0.387, 5.134)  0.00
C (-0.983, 0.731, 4.669)  -0.02
N (-0.816, 1.055, 3.361)  -0.39
C (-1.548, 0.229, 2.522)  0.18
C (-1.431, 0.435, 1.034)  -0.20
H (-3.373, 0.450, -3.164)  0.37
H (-1.827, -1.291, -2.442)  0.00
H (-0.531, 0.580, -1.804)  -0.06
H (-3.621, -2.084, -0.170)  0.24
H (-3.834, -2.477, 2.347)  0.23
H (-1.884, -0.583, 6.241)  0.21
H (-0.442, 1.333, 5.445)  0.21
H (-0.745, 1.253, 0.700)  0.23
O (-1.298, -2.170, -4.547)  -0.58
C (-0.908, -1.344, -5.327)  0.79
C (0.320, -1.454, -6.197)  -0.53
C (0.524, -0.017, -6.643)  -0.43
C (-0.889, 0.528, -6.630)  -0.07
O (-1.555, -0.178, -5.573)  -0.48
H (0.100, -2.116, -7.038)  0.24
H (1.171, -1.826, -5.629)  0.25
H (1.013, 0.078, -7.613)  0.22
H (1.133, 0.512, -5.906)  0.21
H (-1.419, 0.335, -7.566)  0.18
H (-0.913, 1.599, -6.426)  0.20
O (5.873, 0.069, 2.726)  -0.56
C (4.796, 0.395, 3.139)  0.79
C (4.504, 1.602, 3.999)  -0.53
C (3.114, 1.290, 4.523)  -0.43
C (2.529, 0.445, 3.411)  -0.07
O (3.644, -0.267, 2.852)  -0.49
H (4.512, 2.495, 3.371)  0.24
H (5.229, 1.692, 4.805)  0.24
H (2.519, 2.177, 4.748)  0.22
H (3.192, 0.697, 5.438)  0.21
H (2.074, 1.052, 2.624)  0.19
H (1.790, -0.264, 3.782)  0.20

**HOMO energy**: -8.38 eV
**2S+1**: 1
**Energy relative to the best compared isomer or geometry (same formula, charge and spin)**: 1.792 eV
**SMILES**: N=[PH2]c1ccc2nccnc2c1.O=C1CCCO1.O=C1CCCO1



# 2
ORCA calculation (ωB97M-V/def2-TZVPD) on the molecule C16H20N4O3S2 in a non-equilibrium geometry.

Each line ends with the natural charge from an NBO analysis.
Positions of all 45 atoms, in Å:
C (-7.793, -1.612, -2.287)  -0.24
O (-7.660, -0.717, -1.216)  -0.54
C (-6.966, -1.265, -0.121)  -0.08
C (-6.790, -0.190, 0.935)  -0.53
S (-5.704, 1.159, 0.367)  0.30
C (-4.170, 0.380, 0.501)  -0.18
N (-3.996, -0.835, 0.907)  -0.32
N (-2.719, -1.205, 0.938)  -0.30
C (-1.910, -0.275, 0.557)  0.19
N (-0.554, -0.429, 0.517)  -0.61
C (0.275, 0.587, 0.100)  0.67
O (-0.189, 1.649, -0.265)  -0.59
C (1.721, 0.288, 0.119)  -0.18
C (2.295, -0.690, 0.932)  -0.16
C (3.657, -0.895, 0.909)  -0.26
C (4.483, -0.139, 0.074)  0.17
N (5.847, -0.404, 0.100)  -0.61
C (6.854, 0.177, -0.621)  0.70
O (6.690, 1.053, -1.437)  -0.59
C (8.234, -0.388, -0.295)  -0.31
C (8.607, -0.118, 1.163)  -0.60
C (8.319, -1.877, -0.633)  -0.60
C (3.914, 0.846, -0.733)  -0.20
C (2.552, 1.055, -0.697)  -0.15
S (-2.678, 1.228, 0.092)  0.43
H (-8.361, -2.504, -1.992)  0.16
H (-6.813, -1.931, -2.664)  0.17
H (-8.329, -1.081, -3.070)  0.19
H (-7.535, -2.104, 0.312)  0.17
H (-5.982, -1.646, -0.431)  0.19
H (-7.744, 0.288, 1.149)  0.23
H (-6.348, -0.607, 1.837)  0.25
H (-0.198, -1.338, 0.772)  0.42
H (1.694, -1.274, 1.613)  0.21
H (4.094, -1.649, 1.551)  0.21
H (6.119, -1.132, 0.746)  0.40
H (8.933, 0.155, -0.940)  0.23
H (7.979, -0.681, 1.852)  0.19
H (9.640, -0.410, 1.338)  0.22
H (8.507, 0.940, 1.392)  0.22
H (9.344, -2.222, -0.519)  0.22
H (8.011, -2.053, -1.661)  0.22
H (7.690, -2.477, 0.023)  0.19
H (4.544, 1.439, -1.374)  0.25
H (2.102, 1.822, -1.310)  0.24

**HOMO energy**: -8.08 eV
**2S+1**: 1
**Energy relative to the best compared isomer or geometry (same formula, charge and spin)**: 0.799 eV
**SMILES**: COCCSc1nnc(NC(=O)c2ccc(NC(=O)C(C)C)cc2)s1



# 3
ORCA calculation (ωB97M-V/def2-TZVPD) on the molecule C16H20N4O4 in a non-equilibrium geometry.

Each line ends with the natural charge from an NBO analysis.
Positions of all 44 atoms, in Å:
C (6.020, 1.657, 2.676)  -0.61
C (5.733, 0.218, 3.237)  -0.08
O (4.461, 0.029, 2.574)  -0.51
C (4.096, -1.267, 2.279)  0.80
O (4.891, -2.181, 2.178)  -0.60
C (2.807, -1.441, 1.524)  -0.35
C (2.552, -1.906, 0.268)  0.34
C (3.419, -2.745, -0.581)  -0.67
N (1.264, -1.584, -0.072)  -0.59
C (0.678, -0.786, 0.895)  0.09
C (-0.487, 0.015, 0.842)  -0.17
C (-1.408, 0.236, -0.306)  -0.35
C (-0.921, -0.026, -1.637)  0.29
N (-0.358, -0.331, -2.621)  -0.38
C (-2.773, 0.537, -0.257)  0.51
N (-3.436, 0.883, 0.949)  -0.80
N (-3.708, 0.724, -1.250)  -0.50
C (-3.848, -0.368, -2.285)  -0.25
C (-5.292, -0.278, -2.773)  -0.08
O (-5.680, 1.057, -3.229)  -0.53
C (-5.263, 2.161, -2.416)  -0.06
C (-3.902, 1.959, -1.819)  -0.25
C (1.623, -0.714, 2.008)  0.51
O (1.454, 0.021, 2.931)  -0.54
H (7.038, 1.977, 2.864)  0.20
H (5.833, 1.560, 1.564)  0.21
H (5.359, 2.352, 3.022)  0.21
H (6.513, -0.492, 2.916)  0.20
H (5.700, 0.162, 4.361)  0.19
H (2.815, -3.615, -0.809)  0.24
H (4.428, -3.024, -0.207)  0.27
H (3.644, -2.155, -1.503)  0.23
H (0.928, -1.474, -1.028)  0.43
H (-0.761, 0.471, 1.747)  0.22
H (-4.430, 0.668, 1.055)  0.41
H (-2.775, 0.694, 1.759)  0.39
H (-3.158, -0.245, -3.130)  0.20
H (-3.524, -1.322, -1.837)  0.22
H (-5.482, -1.027, -3.586)  0.20
H (-5.885, -0.676, -1.957)  0.17
H (-5.239, 3.043, -3.059)  0.20
H (-6.085, 2.357, -1.679)  0.17
H (-3.071, 2.140, -2.528)  0.18
H (-3.770, 2.737, -1.077)  0.22

**HOMO energy**: -8.01 eV
**2S+1**: 1
**Energy relative to the best compared isomer or geometry (same formula, charge and spin)**: 6.017 eV
**SMILES**: CCOC(=O)C1=C(C)N/C(=C\C(C#N)=C(/N)N2CCOCC2)C1=O



# 4
ORCA calculation (ωB97M-V/def2-TZVPD) on the molecule C16H20N4O4 in a non-equilibrium geometry.

Each line ends with the natural charge from an NBO analysis.
Positions of all 44 atoms, in Å:
C (2.952, 0.092, -2.347)  -0.60
C (2.563, 1.239, -1.419)  -0.41
C (2.850, 0.935, 0.061)  -0.21
C (3.332, 2.179, 0.803)  -0.61
C (1.622, 0.322, 0.783)  -0.16
N (1.139, -0.868, 0.123)  -0.63
C (1.331, -2.106, 0.632)  0.68
O (2.069, -2.327, 1.566)  -0.62
C (0.501, -3.180, -0.053)  -0.51
C (-0.843, -3.306, 0.678)  -0.21
N (-1.575, -2.054, 0.694)  -0.26
N (-1.598, -1.420, 1.865)  0.04
N (-2.189, -0.340, 2.020)  -0.23
C (-2.858, 0.254, 0.978)  0.20
C (-3.522, 1.467, 1.191)  -0.22
C (-4.182, 2.071, 0.147)  -0.18
C (-4.196, 1.487, -1.121)  -0.20
C (-3.550, 0.293, -1.347)  -0.15
C (-2.878, -0.335, -0.299)  -0.18
C (-2.164, -1.592, -0.484)  0.64
O (-2.053, -2.217, -1.520)  -0.61
C (0.464, 1.300, 0.854)  0.80
O (-0.412, 1.359, 0.027)  -0.63
O (0.502, 2.078, 1.927)  -0.67
H (4.022, -0.097, -2.284)  0.20
H (2.711, 0.343, -3.377)  0.21
H (2.431, -0.824, -2.085)  0.20
H (3.132, 2.124, -1.711)  0.21
H (1.506, 1.477, -1.553)  0.21
H (3.635, 0.174, 0.116)  0.22
H (4.296, 2.493, 0.410)  0.21
H (2.630, 3.001, 0.683)  0.20
H (3.444, 1.975, 1.865)  0.21
H (1.918, 0.042, 1.800)  0.26
H (0.482, -0.711, -0.628)  0.42
H (1.022, -4.134, 0.022)  0.24
H (0.326, -2.941, -1.102)  0.23
H (-1.462, -4.053, 0.173)  0.23
H (-0.680, -3.585, 1.720)  0.24
H (-3.499, 1.901, 2.179)  0.23
H (-4.693, 3.009, 0.305)  0.22
H (-4.716, 1.980, -1.928)  0.22
H (-3.544, -0.177, -2.319)  0.24
H (-0.265, 2.674, 1.954)  0.50

**HOMO energy**: -9.26 eV
**2S+1**: 1
**Energy relative to the best compared isomer or geometry (same formula, charge and spin)**: 1.917 eV
**SMILES**: CC[C@@H](C)[C@H](NC(=O)CCn1nnc2ccccc2c1=O)C(=O)O



# 5
ORCA calculation (ωB97M-V/def2-TZVPD) on C16H20NO2Ru as an isolated structure in a non-equilibrium geometry.

Each line ends with the Löwdin spin population.
Positions of all 40 atoms, in Å:
Ru (0.029, 0.401, 1.592)  1.91
C (2.299, 0.432, 2.515)  0.17
C (2.684, -0.405, 1.447)  0.09
C (2.291, 0.172, 0.234)  0.18
H (3.220, -1.353, 1.548)  0.00
C (1.626, 1.408, 0.509)  0.00
C (1.668, 1.602, 1.956)  -0.01
H (1.420, 2.522, 2.474)  0.00
H (2.505, 0.290, 3.574)  0.01
H (2.511, -0.197, -0.775)  0.01
H (1.316, 2.160, -0.220)  0.00
C (-2.347, 0.366, 1.887)  0.17
C (-1.573, 1.511, 2.314)  -0.02
C (-1.113, 2.177, 1.112)  -0.02
H (-1.473, 1.904, 3.321)  0.00
C (-1.634, 1.465, -0.016)  0.17
C (-2.391, 0.360, 0.465)  0.05
H (-2.920, -0.367, -0.151)  0.00
H (-2.865, -0.327, 2.543)  0.01
H (-0.572, 3.117, 1.090)  0.00
H (-1.506, 1.758, -1.058)  0.01
O (0.106, -1.915, 0.675)  0.24
C (-0.247, -0.678, -3.476)  0.37
C (0.280, -1.769, -2.736)  0.00
C (0.516, 0.589, -3.164)  0.05
C (-1.756, -0.605, -3.187)  0.04
C (0.336, -2.185, -0.555)  0.22
H (1.318, -2.029, -2.984)  0.01
H (-0.111, -2.752, -3.064)  0.01
H (-0.340, -3.026, -0.968)  0.03
H (1.439, -2.427, -0.892)  0.04
H (0.625, 1.228, -4.027)  0.01
H (1.496, 0.337, -2.731)  0.00
H (0.024, 1.177, -2.340)  0.01
H (-2.318, -0.548, -4.109)  0.01
H (-2.051, 0.237, -2.501)  0.01
H (-2.074, -1.518, -2.620)  0.00
O (-0.161, -1.138, 5.299)  0.05
C (-0.135, -1.030, 4.108)  0.07
N (-0.121, -0.946, 2.909)  0.11

**HOMO energy (alpha / beta)**: -2.26 / -4.43 eV
**Charge**: -1
**2S+1**: 5
**Energy relative to the best compared isomer or geometry (same formula, charge and spin)**: 0.000 eV



# 6
ORCA calculation (ωB97M-V/def2-TZVPD) on a 2-piece molecular cluster, C16H20NO3 overall in a non-equilibrium geometry.

Each line ends with the natural charge from an NBO analysis.
Positions of all 40 atoms, in Å:
C (5.477, 0.052, 2.860)  -0.26
O (4.414, -0.245, 3.734)  -0.45
C (3.232, -0.639, 3.119)  0.40
C (2.151, -0.974, 3.953)  -0.27
C (0.973, -1.430, 3.434)  -0.08
C (0.793, -1.596, 2.041)  -0.21
C (-0.402, -2.193, 1.572)  0.12
C (-0.731, -2.668, 0.278)  -0.19
C (-2.063, -3.067, 0.019)  -0.06
C (-2.471, -3.415, -1.238)  -0.27
C (-1.581, -3.391, -2.324)  0.41
O (-2.101, -3.676, -3.581)  -0.45
C (-1.178, -3.615, -4.644)  -0.26
C (-0.233, -3.095, -2.059)  -0.26
C (0.183, -2.778, -0.795)  -0.11
C (1.848, -1.156, 1.210)  -0.11
C (3.036, -0.719, 1.730)  -0.26
H (6.321, 0.412, 3.451)  0.22
H (5.780, -0.848, 2.324)  0.19
H (5.179, 0.833, 2.160)  0.18
H (2.284, -0.884, 5.017)  0.25
H (0.168, -1.699, 4.095)  0.23
H (-1.168, -2.329, 2.317)  0.22
H (-2.765, -3.088, 0.833)  0.23
H (-3.488, -3.712, -1.424)  0.25
H (-1.685, -3.931, -5.558)  0.22
H (-0.821, -2.592, -4.771)  0.19
H (-0.345, -4.292, -4.453)  0.18
H (0.484, -3.121, -2.858)  0.23
H (1.235, -2.676, -0.605)  0.22
H (1.691, -1.094, 0.149)  0.22
H (3.833, -0.438, 1.065)  0.24
C (1.076, -5.062, 3.636)  -0.43
N (0.854, -5.175, 2.206)  -0.33
O (-0.462, -5.556, 1.900)  -0.61
H (2.102, -4.756, 3.831)  0.21
H (0.389, -4.346, 4.086)  0.16
H (0.911, -6.032, 4.101)  0.22
H (0.969, -4.269, 1.741)  0.32
H (-0.408, -6.441, 1.486)  0.48

**HOMO energy**: -11.80 eV
**Charge**: +1
**2S+1**: 1
**Energy relative to the best compared isomer or geometry (same formula, charge and spin)**: 0.000 eV